(1)
{
  "formula": "C4H8O2",
  "method": "ωB97M-V/def2-TZVPD",
  "e_lumo_ev": 1.0,
  "energy_ha": -307.6536,
  "mol_weight_g_mol": 88.1,
  "smiles": "C1COCOC1",
  "de_lowest_ev": 1.602,
  "gap_ha": 0.390,
  "symbols": ["C", "C", "O", "C", "O", "C", "H", "H", "H", "H", "H", "H", "H", "H"],
  "positions_angstrom": [[-0.107802, -0.403015, -1.155955], [0.025621, 1.071753, -0.789790], [-0.284959, 1.391989, 0.558522], [-0.335871, 0.400001, 1.557271], [-0.505597, -0.908645, 1.101117], [0.378984, -1.210093, 0.033823], [-1.147722, -0.691766, -1.347764], [0.463382, -0.561828, -2.076836], [1.058088, 1.386260, -1.001876], [-0.641306, 1.673873, -1.418899], [-1.216326, 0.633614, 2.163133], [0.564581, 0.448510, 2.198110], [0.333188, -2.290708, -0.121717], [1.415739, -0.939947, 0.300862]],
  "forces_ev_per_angstrom": [[0.00, 0.01, -0.01], [0.10, 0.01, -0.25], [-0.37, 0.05, -0.08], [-0.02, -0.02, 0.29], [-0.04, -0.01, 0.03], [0.11, -0.09, -0.17], [0.14, 0.13, 0.05], [0.00, -0.17, 0.17], [-0.08, -0.01, 0.12], [0.16, -0.01, 0.16], [0.16, -0.09, 0.02], [0.03, 0.08, -0.32], [-0.03, 0.16, -0.02], [-0.14, -0.05, 0.00]]
}

***

(2)
{
  "formula": "C4H8O2",
  "method": "ωB97M-V/def2-TZVPD",
  "e_lumo_ev": 0.8,
  "energy_ha": -307.6162,
  "mol_weight_g_mol": 88.1,
  "smiles": "CC(=O)[C@H](C)O",
  "de_lowest_ev": 2.619,
  "gap_ha": 0.379,
  "symbols": ["C", "C", "O", "C", "C", "O", "H", "H", "H", "H", "H", "H", "H", "H"],
  "positions_angstrom": [[2.084418, 0.084770, -0.040639], [0.614593, 0.584345, 0.055847], [0.461622, 1.726660, -0.322475], [-1.114677, 0.040413, 0.607988], [-1.260274, -1.050781, -0.368395], [-1.805060, 1.183060, 0.343645], [2.299725, -0.542023, 0.818435], [2.385045, -0.474760, -0.941390], [2.739460, 0.973359, -0.009221], [-1.419664, -0.356884, 1.610112], [-1.110275, -0.685078, -1.387057], [-0.545496, -1.838229, -0.104763], [-2.300394, -1.368783, -0.209294], [-1.029029, 1.723928, -0.052787]],
  "forces_ev_per_angstrom": [[-0.37, -0.26, 0.39], [-0.47, 1.06, 1.15], [0.10, -0.20, -0.35], [1.92, 0.21, -0.02], [-1.00, -0.70, -0.26], [0.96, 0.28, -0.27], [0.11, -0.18, 0.10], [-0.70, 0.13, 0.20], [-0.52, -0.31, 0.05], [1.32, 0.57, -0.27], [-0.08, -0.25, 0.02], [-0.31, -0.12, -0.28], [0.24, -0.55, -0.64], [-1.20, 0.32, 0.18]]
}

***

(3)
{
  "formula": "C4H8O2",
  "method": "ωB97M-V/def2-TZVPD",
  "e_lumo_ev": 0.3,
  "energy_ha": -307.6085,
  "mol_weight_g_mol": 88.1,
  "smiles": "C=CC(=C)O.O",
  "de_lowest_ev": 2.829,
  "gap_ha": 0.328,
  "symbols": ["C", "C", "C", "C", "O", "H", "H", "H", "H", "H", "H", "O", "H", "H"],
  "positions_angstrom": [[-2.851085, -0.800872, 0.301004], [-1.959094, -0.089915, 1.005037], [-0.652509, 0.359559, 0.523278], [0.142195, 1.022863, 1.348988], [-0.289660, -0.140987, -0.698749], [-2.891473, -0.608656, -0.761698], [-3.415143, -1.618224, 0.728196], [-2.211412, 0.112100, 2.039826], [1.129092, 1.412619, 1.141941], [-0.315654, 1.517154, 2.195299], [0.674717, -0.139121, -0.656485], [4.246925, -0.160032, -1.737787], [3.991380, -1.087578, -1.761114], [3.436842, 0.331039, -1.899651]],
  "forces_ev_per_angstrom": [[0.86, 0.36, -0.45], [-1.02, -0.35, 0.11], [-0.82, 0.03, 0.00], [0.22, 1.46, 0.25], [0.39, 0.09, 0.50], [0.40, -0.96, -0.35], [-0.91, 0.76, 0.23], [0.74, -0.52, 0.33], [0.19, -0.42, -0.36], [-0.02, -0.46, 0.28], [-0.03, 0.00, -0.52], [-0.01, -0.04, 0.07], [0.01, 0.03, -0.02], [0.00, 0.02, -0.07]]
}

***

(4)
{
  "formula": "C4H8O2",
  "method": "ωB97M-V/def2-TZVPD",
  "e_lumo_ev": 0.9,
  "energy_ha": -307.6114,
  "mol_weight_g_mol": 88.1,
  "smiles": "C=C(O)OCC",
  "de_lowest_ev": 2.749,
  "gap_ha": 0.359,
  "symbols": ["C", "C", "O", "O", "C", "C", "H", "H", "H", "H", "H", "H", "H", "H"],
  "positions_angstrom": [[-0.783820, -1.615285, -0.080894], [-1.246952, -0.376157, -0.025893], [-2.816949, -0.195731, -0.043470], [-0.818662, 0.835822, 0.196282], [0.650033, 0.950708, -0.493560], [1.753091, 0.486133, 0.420487], [-1.487301, -2.436442, -0.148022], [0.266416, -1.856618, -0.145419], [-2.996752, 0.597214, 0.488308], [0.642915, 0.475449, -1.477320], [0.686910, 2.031929, -0.636900], [1.999734, -0.563431, 0.241052], [2.665697, 1.064261, 0.231191], [1.485639, 0.602149, 1.474157]],
  "forces_ev_per_angstrom": [[0.13, -0.04, -0.45], [-5.92, 0.06, 1.05], [3.31, -1.02, 0.08], [4.44, 0.15, -2.10], [-1.75, 1.29, 1.19], [0.15, -0.47, 0.05], [0.01, 0.28, -0.09], [0.00, 0.18, 0.14], [0.36, -0.25, -0.24], [-0.45, -0.20, 0.35], [-0.03, -0.16, 0.05], [-0.04, 0.12, 0.15], [-0.22, -0.02, 0.00], [-0.01, 0.08, -0.19]]
}

***

(5)
{
  "formula": "C4H8O2",
  "method": "ωB97M-V/def2-TZVPD",
  "e_lumo_ev": 0.9,
  "energy_ha": -307.5863,
  "mol_weight_g_mol": 88.1,
  "smiles": "OCC1COC1",
  "de_lowest_ev": 3.433,
  "gap_ha": 0.386,
  "symbols": ["O", "C", "C", "C", "O", "C", "H", "H", "H", "H", "H", "H", "H", "H"],
  "positions_angstrom": [[2.105458, 1.068306, 0.322442], [1.365707, -0.112449, 0.039567], [-0.131360, 0.127919, 0.327617], [-1.017351, 0.692159, -0.809111], [-1.894092, -0.456149, -0.719806], [-1.230000, -0.954941, 0.431989], [3.009931, 0.948215, 0.000695], [1.722886, -0.960678, 0.641896], [1.540538, -0.397459, -1.020756], [-0.533989, 0.371494, 1.321409], [-1.551942, 1.626884, -0.590936], [-0.587640, 0.773393, -1.826209], [-1.793490, -0.705962, 1.431636], [-1.004658, -2.020731, 0.449564]],
  "forces_ev_per_angstrom": [[0.06, 0.03, 0.02], [-0.65, -0.43, 0.17], [-0.22, -0.28, 0.25], [-0.12, 0.02, 0.13], [-0.50, -0.18, -0.15], [-0.63, -0.48, 0.75], [-0.31, 0.03, 0.11], [-0.03, 0.16, 0.08], [-0.49, 0.10, 0.41], [2.47, 2.42, -0.11], [0.10, -0.18, 0.02], [0.09, -0.13, 0.58], [0.27, -0.95, -1.85], [-0.04, -0.13, -0.42]]
}

***

(6)
{
  "formula": "C4H8O2",
  "method": "ωB97M-V/def2-TZVPD",
  "e_lumo_ev": 0.7,
  "energy_ha": -307.5575,
  "mol_weight_g_mol": 88.1,
  "de_lowest_ev": 4.215,
  "gap_ha": 0.341,
  "symbols": ["O", "C", "C", "C", "O", "C", "H", "H", "H", "H", "H", "H", "H", "H"],
  "positions_angstrom": [[2.298440, 0.878217, 0.131995], [1.385228, -0.193403, 0.052469], [0.045257, 0.330945, 0.528912], [-2.106080, 0.410951, -1.522540], [-1.471179, -0.631103, -1.083738], [-1.073841, -0.671105, 0.314579], [3.110979, 0.625061, -0.319746], [1.699491, -1.044168, 0.678146], [1.280406, -0.569790, -0.976059], [0.113048, 0.652124, 1.574201], [-2.265935, 1.093292, -0.634467], [-0.184938, 1.227533, -0.064788], [-1.965455, -0.445668, 0.903901], [-0.771900, -1.705211, 0.498179]],
  "forces_ev_per_angstrom": [[0.35, 0.01, -0.13], [-0.28, -0.36, -0.01], [0.02, 0.13, -0.06], [-0.03, -0.26, 0.01], [-0.23, 0.34, -0.34], [0.02, 0.02, 0.31], [-0.06, 0.08, 0.10], [0.01, 0.15, -0.04], [0.06, 0.12, 0.09], [-0.02, -0.17, -0.11], [0.01, -0.10, -0.16], [0.01, -0.11, 0.28], [0.14, 0.01, 0.01], [0.02, 0.13, 0.06]]
}

***

(7)
{
  "formula": "C4H8O2",
  "method": "ωB97M-V/def2-TZVPD",
  "e_lumo_ev": 0.8,
  "energy_ha": -307.5056,
  "mol_weight_g_mol": 88.1,
  "de_lowest_ev": 5.627,
  "gap_ha": 0.344,
  "symbols": ["O", "C", "C", "C", "C", "O", "H", "H", "H", "H", "H", "H", "H", "H"],
  "positions_angstrom": [[-0.412085, -1.814007, 0.678875], [-0.342982, -0.839622, -0.318962], [-1.262023, 0.384654, -0.157519], [-0.131232, 1.336676, 0.212759], [1.020526, -0.087123, -0.271032], [1.773141, -0.205927, 0.881775], [0.304510, -1.621134, 1.304412], [-0.476705, -1.332405, -1.289338], [-1.847164, 0.588357, -1.065842], [-1.960109, 0.254579, 0.674890], [0.744651, 1.026539, -0.729229], [-0.080294, 2.330773, -0.261669], [1.691660, -0.323102, -1.112164], [1.301506, 0.414586, 1.478047]],
  "forces_ev_per_angstrom": [[0.11, 0.00, 0.17], [-0.01, 0.14, -0.27], [-0.17, -0.12, 0.05], [-0.13, 0.17, -0.12], [0.08, -0.25, -0.14], [-0.05, 0.14, 0.13], [-0.13, -0.12, -0.03], [0.00, 0.07, 0.14], [0.13, -0.01, 0.12], [0.10, 0.03, -0.11], [0.02, 0.10, 0.02], [0.02, -0.12, 0.00], [-0.11, 0.09, 0.05], [0.13, -0.12, 0.00]]
}

***

(8)
{
  "formula": "C4H8O2",
  "method": "ωB97M-V/def2-TZVPD",
  "e_lumo_ev": 0.9,
  "energy_ha": -307.6678,
  "mol_weight_g_mol": 88.1,
  "smiles": "C[C@@H](O)CC=O",
  "de_lowest_ev": 1.214,
  "gap_ha": 0.403,
  "symbols": ["C", "C", "O", "C", "C", "O", "H", "H", "H", "H", "H", "H", "H", "H"],
  "positions_angstrom": [[1.111403, 0.054301, 1.345291], [0.601679, -0.326849, -0.031540], [-0.136834, -1.523092, 0.135092], [-0.273529, 0.809832, -0.647840], [-1.605718, 0.241633, -1.079322], [-1.715159, -0.530686, -2.007617], [1.634959, -0.792168, 1.798819], [1.793004, 0.908603, 1.287025], [0.265820, 0.320090, 1.988677], [1.456494, -0.508620, -0.697698], [-0.470533, -1.779776, -0.736400], [0.222852, 1.244864, -1.523315], [-0.431817, 1.609404, 0.081982], [-2.488961, 0.523882, -0.469189]],
  "forces_ev_per_angstrom": [[0.01, 0.03, 0.05], [0.22, 0.18, 0.04], [-0.04, -0.15, -0.18], [-0.04, 0.05, 0.01], [0.02, -0.14, -0.32], [-0.03, 0.42, 0.42], [-0.03, 0.14, -0.10], [-0.10, -0.09, 0.01], [0.12, -0.04, -0.05], [-0.12, -0.02, 0.08], [0.04, -0.12, 0.18], [-0.11, -0.13, 0.11], [0.00, -0.10, -0.05], [0.06, -0.04, -0.20]]
}

***

(9)
{
  "formula": "C4H8O2",
  "method": "ωB97M-V/def2-TZVPD",
  "e_lumo_ev": 0.8,
  "energy_ha": -307.6159,
  "mol_weight_g_mol": 88.1,
  "smiles": "C=CO.CC=O",
  "de_lowest_ev": 2.627,
  "gap_ha": 0.368,
  "symbols": ["C", "C", "O", "H", "H", "H", "H", "C", "C", "O", "H", "H", "H", "H"],
  "positions_angstrom": [[-0.734887, -1.414843, 1.172664], [0.037742, -0.508857, 1.731390], [1.356690, -0.365678, 1.323296], [-1.754854, -1.501064, 1.513545], [-0.473930, -1.829719, 0.149163], [-0.225955, 0.061972, 2.585538], [1.878477, 0.213787, 1.894699], [0.580561, 0.705863, -1.752809], [-0.710688, 0.717649, -0.988577], [-1.004817, 1.637681, -0.217090], [0.222404, 1.067063, -2.840579], [0.995816, -0.339270, -1.713214], [1.314584, 1.466871, -1.438823], [-1.481145, 0.088546, -1.419204]],
  "forces_ev_per_angstrom": [[-0.36, -0.04, -1.97], [1.93, -0.74, 0.04], [-0.44, 0.15, -0.17], [-0.04, -0.10, -0.03], [-0.15, 0.09, 1.68], [-0.34, 0.44, 0.64], [-0.54, -0.07, -0.07], [-0.29, -0.03, -1.60], [-0.05, 3.92, 0.46], [0.40, -2.06, -1.05], [0.93, -1.30, 2.07], [-0.17, 1.09, -0.59], [-0.43, -0.53, 0.25], [-0.44, -0.82, 0.33]]
}

***

(10)
{
  "formula": "C4H8O2",
  "method": "ωB97M-V/def2-TZVPD",
  "e_lumo_ev": 1.0,
  "energy_ha": -307.5169,
  "mol_weight_g_mol": 88.1,
  "de_lowest_ev": 5.320,
  "gap_ha": 0.344,
  "symbols": ["C", "C", "O", "C", "C", "O", "H", "H", "H", "H", "H", "H", "H", "H"],
  "positions_angstrom": [[1.762334, 0.886223, 0.081613], [1.187649, -0.286625, 0.853897], [-0.065531, 0.064415, 1.441048], [-0.515371, -0.579457, 0.274023], [-1.228212, 0.312721, -0.716399], [-2.373446, 0.877757, -0.119619], [1.117075, 1.767442, -0.018419], [2.137958, 0.571178, -0.899696], [2.644400, 1.167089, 0.668061], [0.528957, -1.074546, -0.099895], [-1.053766, -1.498609, 0.522960], [-1.581534, -0.299622, -1.551289], [-0.559631, 1.084306, -1.120979], [-2.074418, 1.346080, 0.672609]],
  "forces_ev_per_angstrom": [[0.08, 0.03, 0.03], [0.17, 0.26, -0.01], [0.14, 0.02, -0.02], [-0.37, -0.07, -0.10], [0.26, -0.17, -0.23], [0.02, 0.17, 0.22], [0.05, -0.15, 0.04], [-0.05, 0.02, 0.19], [-0.07, 0.04, -0.07], [-0.13, -0.12, -0.13], [0.07, 0.10, -0.01], [0.04, 0.07, 0.08], [-0.11, -0.15, 0.11], [-0.11, -0.05, -0.10]]
}

***

(11)
{
  "formula": "C4H8O2",
  "method": "ωB97M-V/def2-TZVPD",
  "e_lumo_ev": 0.9,
  "energy_ha": -307.5568,
  "mol_weight_g_mol": 88.1,
  "de_lowest_ev": 4.234,
  "gap_ha": 0.388,
  "symbols": ["O", "C", "C", "C", "C", "O", "H", "H", "H", "H", "H", "H", "H", "H"],
  "positions_angstrom": [[-2.099743, 0.790120, 0.124825], [-1.029623, 0.676416, -0.785566], [-0.165874, -0.551919, -0.489148], [1.344705, -0.337656, -0.341671], [0.309842, -0.679316, 0.887837], [0.185792, 0.362170, 1.798885], [-1.668547, 0.868115, 0.996946], [-0.395877, 1.580428, -0.780719], [-1.465152, 0.590566, -1.787402], [-0.463206, -1.481421, -0.965422], [1.660768, 0.682530, -0.604484], [2.046261, -1.121397, -0.620831], [0.504099, -1.673565, 1.295598], [1.236556, 0.294930, 1.271151]],
  "forces_ev_per_angstrom": [[0.29, 0.01, 0.36], [0.24, -0.09, -0.32], [-0.32, -0.11, -0.44], [-0.57, -0.57, 0.08], [0.76, -1.25, -1.65], [2.88, 0.26, -0.95], [-0.31, 0.04, -0.27], [-0.19, -0.20, 0.07], [0.09, 0.03, 0.18], [-0.10, 0.13, -0.02], [-0.15, -0.36, 0.54], [-0.29, 0.15, -0.01], [-0.23, 0.14, -0.07], [-2.10, 1.81, 2.48]]
}

***

(12)
{
  "formula": "C4H8O2",
  "method": "ωB97M-V/def2-TZVPD",
  "e_lumo_ev": 1.0,
  "energy_ha": -307.5804,
  "mol_weight_g_mol": 88.1,
  "de_lowest_ev": 3.592,
  "gap_ha": 0.361,
  "symbols": ["C", "C", "C", "O", "O", "C", "H", "H", "H", "H", "H", "H", "H", "H"],
  "positions_angstrom": [[-2.698974, 0.111940, -0.027630], [-2.014766, 1.037616, 0.642964], [0.624952, -0.058624, 0.593326], [0.301953, -0.577908, -0.588028], [1.929116, -0.023448, 0.725014], [2.811153, -0.485374, -0.310505], [-2.971892, -0.831904, 0.439507], [-3.026772, 0.269540, -1.052492], [-0.674406, -0.531652, -0.613307], [-1.722514, 1.981052, 0.185820], [-1.673139, 0.880400, 1.659555], [3.786506, -0.566416, 0.167260], [2.484312, -1.450632, -0.699269], [2.844470, 0.245408, -1.122217]],
  "forces_ev_per_angstrom": [[-0.05, 0.15, 0.10], [-0.19, -0.10, -0.08], [0.44, -0.11, -0.15], [-0.11, 0.13, 0.24], [-0.25, 0.04, 0.17], [0.20, -0.12, -0.22], [0.00, 0.14, -0.06], [0.04, 0.00, 0.12], [0.15, 0.02, -0.01], [-0.10, -0.14, 0.04], [-0.15, 0.02, -0.15], [-0.09, 0.00, -0.13], [0.11, 0.11, 0.05], [-0.01, -0.12, 0.08]]
}

***

> What is the formula in the tenth record?

C4H8O2